(1)
# C16H46BCl3F4N4O

A cluster of 8 separate species, C16H46BCl3F4N4O in total (wB97M-V/def2-TZVPD, the OMol25 dataset).

XYZ file:
```
75
Properties=species:S:1:pos:R:3:forces:R:3
N -8.29336 -14.79059 -10.57634 0.56 -0.97 -0.72
H -7.90724 -15.11828 -9.70247 0.17 -0.42 2.12
H -8.85821 -13.97473 -10.38817 -0.93 1.93 0.56
H -8.92006 -15.47816 -10.96953 0.15 -0.34 -0.27
H -7.46235 -14.61029 -11.12133 -0.18 0.17 -0.59
N -7.96870 -11.88774 -7.35879 0.53 -0.74 -1.55
H -8.59823 -12.24979 -8.06073 -1.24 0.22 -0.47
H -7.80275 -12.71698 -6.80659 0.55 -0.06 0.72
H -8.32099 -11.06652 -6.88806 -0.06 0.16 0.35
H -7.14263 -11.66993 -7.89755 1.09 0.33 0.55
C -12.86379 -14.54529 -1.59838 -0.98 -0.23 -0.81
C -12.37950 -13.11900 -1.78290 0.70 -0.59 -0.10
N -10.87934 -13.01525 -2.07264 0.45 2.21 0.71
C -10.13254 -13.35132 -0.84018 0.07 -1.90 -0.39
C -10.48491 -13.89457 -3.24814 1.30 0.24 -0.02
C -8.95786 -13.83964 -3.77046 -1.76 0.32 0.85
C -10.42947 -11.52492 -2.37940 1.02 -1.39 -0.12
C -10.94118 -10.46892 -1.45122 -0.59 0.48 -0.33
O -12.24398 -10.18184 -1.85565 -1.75 1.00 1.38
C -12.94005 -9.22794 -0.99243 0.35 0.21 -1.29
H -13.02088 -15.05132 -2.55093 0.69 -0.20 -0.11
H -13.91105 -14.47104 -1.30543 0.03 0.13 0.63
H -12.33422 -15.18750 -0.89465 0.00 0.22 -0.06
H -12.57169 -12.60296 -0.84222 0.17 0.48 -0.37
H -12.89414 -12.66620 -2.63037 0.04 0.24 0.29
H -10.42556 -12.76581 0.03126 0.22 0.22 -0.42
H -9.07406 -13.35890 -1.10029 -0.10 0.47 0.47
H -10.37496 -14.39608 -0.64573 0.04 -0.03 0.36
H -11.19690 -13.57076 -4.00730 0.19 -0.41 -0.29
H -10.67506 -14.90666 -2.89091 -0.19 0.02 -0.30
H -8.76765 -12.98636 -4.42149 -0.18 -0.07 0.05
H -8.78543 -14.77649 -4.30026 0.02 0.15 -0.08
H -8.26970 -13.78176 -2.92714 0.04 -0.13 -0.06
H -10.55586 -11.40623 -3.45552 -0.57 0.65 0.19
H -9.34762 -11.54510 -2.24795 0.07 -0.20 -0.14
H -10.32395 -9.57239 -1.50910 0.35 0.05 -0.55
H -10.90237 -10.69077 -0.38474 0.00 -0.70 0.23
H -13.74262 -8.81957 -1.60660 0.00 -0.14 0.04
H -12.30870 -8.38178 -0.72130 0.37 -0.02 -0.16
H -13.37849 -9.57744 -0.05770 0.20 -0.84 -0.03
C -6.74551 -9.93555 -10.36578 -0.34 -0.01 -0.17
C -6.73084 -9.62702 -11.90719 -0.36 -1.36 0.06
C -7.09064 -10.88900 -12.81870 -0.13 1.70 -0.17
N -6.55897 -10.85058 -14.28943 2.74 -0.77 0.24
C -6.92825 -9.58182 -15.10596 0.45 -1.08 1.23
C -6.81458 -12.16286 -15.02224 0.48 0.04 -0.49
C -5.66668 -12.26012 -16.10186 -1.27 0.74 0.00
C -4.41566 -11.70789 -15.40635 -0.45 -0.61 -0.16
C -5.00193 -10.94660 -14.23074 0.59 1.21 0.45
H -6.79506 -9.03718 -9.75048 0.43 0.35 -0.39
H -5.87619 -10.48702 -10.00765 0.13 0.01 -0.19
H -7.63257 -10.44379 -9.98775 -0.25 -0.40 -0.64
H -5.72415 -9.29341 -12.15892 -0.08 0.29 -0.09
H -7.48946 -8.87941 -12.13888 0.31 0.26 0.03
H -8.16506 -10.87489 -13.00181 -0.08 -0.59 0.61
H -6.68683 -11.79288 -12.36258 -0.30 -0.08 -0.28
H -6.60170 -8.73108 -14.50787 -0.27 -0.10 0.13
H -8.00703 -9.57248 -15.26166 0.20 0.00 -0.16
H -6.31979 -9.55879 -16.01004 -0.40 -0.28 -0.08
H -7.87158 -12.19216 -15.28679 0.21 0.03 -0.62
H -6.64512 -13.03134 -14.38575 -0.06 0.46 0.72
H -5.92714 -11.55879 -16.89457 0.01 -0.39 -0.38
H -5.57005 -13.27389 -16.49049 -0.09 0.18 -0.02
H -3.75643 -11.12548 -16.05002 -0.45 0.25 -0.12
H -3.75741 -12.49220 -15.03264 -0.25 -0.16 0.08
H -4.61238 -9.92886 -14.20742 -0.10 -0.07 0.39
H -4.67058 -11.49754 -13.35053 -0.68 0.44 0.39
Cl -10.14850 -12.39442 -9.72248 0.45 -0.39 -0.51
Cl -7.30509 -15.08560 -7.49606 -0.25 -0.02 -0.62
Cl -5.03231 -10.36757 -6.85917 -0.19 -0.20 -0.51
B -9.20575 -9.71629 -5.12220 1.14 0.66 0.28
F -8.20278 -9.75770 -4.14865 -0.28 0.23 0.95
F -10.40421 -9.19378 -4.67055 -0.35 0.28 0.44
F -8.70713 -9.10059 -6.23706 0.10 1.30 -1.05
F -9.38933 -11.01644 -5.53487 -1.44 -2.46 0.38
```
Positions in Å, forces in eV/Å.

The HOMO energy is -5.6 eV. Its spin multiplicity is 1. The HOMO-LUMO gap is 4.849 eV. The calculation puts the relative energy (zero: lowest compared OMol25 entry of this formula, charge and spin) at 2.3148 eV. The LUMO energy is -0.0262 hartree.



(2)
# C16H46Br3N9O8P2

A cluster of 6 separate species, C16H46Br3N9O8P2 in total (wB97M-V/def2-TZVPD, the OMol25 dataset).

XYZ file:
```
84
Properties=species:S:1:pos:R:3:forces:R:3
C 2.15395 -2.54635 1.41994 0.77 0.05 0.92
N 3.19967 -3.62758 1.59221 -1.06 -0.97 -1.69
O 4.38179 -3.35789 1.51144 -0.56 0.12 0.43
O 2.72658 -4.75754 1.67926 0.69 0.63 0.44
H 1.78478 -2.41344 2.43687 -0.03 0.51 -0.15
H 1.29486 -2.87530 0.83525 0.52 -0.28 -0.12
H 2.67770 -1.67493 1.02698 -0.31 -0.05 0.16
C -1.04495 0.20712 -0.23771 0.61 0.66 1.06
N -0.04161 1.09892 0.43984 0.73 2.13 1.24
O 1.05210 0.54643 0.66646 -2.25 1.81 -0.43
O -0.37522 2.29255 0.78776 1.26 -3.76 -1.18
H -1.30543 -0.39923 0.62981 0.10 -0.83 -0.42
H -0.41675 -0.25261 -1.00068 -0.75 -0.36 -0.04
H -1.95714 0.72799 -0.52875 0.55 0.24 -0.30
C 1.34205 -2.42467 -2.78623 -0.30 0.42 0.20
N 2.64451 -2.99058 -2.44344 1.96 2.38 -2.18
O 2.76382 -3.78666 -1.59418 -0.21 -1.95 2.00
O 3.59347 -2.52894 -3.10380 -0.58 -0.34 0.40
H 0.94948 -1.92565 -1.90025 -0.08 -0.40 0.16
H 0.74448 -3.29010 -3.07267 -0.30 0.49 -0.25
H 1.55354 -1.62874 -3.50029 -0.52 -0.61 -0.29
O 0.84877 0.68359 -3.42384 0.03 0.46 -0.92
P 1.77441 1.80967 -3.63481 1.90 -0.80 1.45
N 3.28073 1.64550 -2.80245 -2.42 1.89 -1.22
C 4.17781 0.69161 -3.37600 0.26 -0.50 -1.08
C 3.27924 1.73475 -1.34996 -0.62 -0.30 -0.03
N 1.02667 3.22463 -3.08601 0.56 -0.24 -0.29
C -0.38767 3.29782 -2.86338 -0.48 0.06 0.38
C 1.73208 4.47757 -3.11219 1.58 -0.01 -0.89
N 2.13581 2.26438 -5.30183 1.11 -0.30 0.20
C 3.43500 2.91763 -5.73875 -0.70 0.31 0.97
C 1.03171 2.41003 -6.26165 0.13 -0.08 -0.08
H 3.55981 -0.03917 -3.89766 0.66 -0.34 -0.48
H 4.77211 0.12191 -2.66161 -0.25 0.26 0.27
H 4.85300 1.25832 -4.01714 0.29 -0.68 -0.30
H 2.65402 2.58462 -1.07625 0.25 -0.07 0.51
H 4.30262 1.80722 -0.98182 -0.08 0.43 -0.10
H 2.86746 0.81028 -0.94514 -0.15 0.10 0.32
H -0.79959 3.86862 -3.69562 -0.52 -0.12 -0.05
H -0.86343 2.33290 -2.68827 0.23 0.02 -0.50
H -0.55559 3.87029 -1.95114 0.05 0.25 0.09
H 1.97675 4.84554 -2.11578 -0.23 0.05 0.01
H 2.65141 4.27367 -3.66116 0.47 0.09 0.59
H 1.33063 5.25791 -3.75873 -0.98 -0.01 0.37
H 3.90745 2.54152 -6.64618 -0.44 -0.91 0.13
H 3.26722 3.95987 -6.01022 -0.48 0.25 0.21
H 4.13925 2.92019 -4.90681 -0.12 -0.19 -0.17
H 0.28137 1.62037 -6.22268 -0.10 0.23 0.82
H 1.34834 2.34698 -7.30274 0.70 0.18 0.16
H 0.66120 3.42201 -6.09818 -0.62 -0.03 -0.21
O -0.27514 -1.41437 2.88293 -1.57 -0.13 1.04
P -1.55588 -1.66456 3.64047 -0.34 -1.54 0.66
N -1.98744 -0.38521 4.65670 0.05 -0.41 -1.58
C -3.13378 -0.42122 5.53507 0.08 0.22 0.58
C -1.21135 0.82716 4.85507 0.25 -0.10 -0.20
N -1.45700 -3.06020 4.70372 -0.73 0.09 -1.49
C -2.52447 -3.63687 5.57689 0.12 1.09 -1.08
C -0.13580 -3.45957 5.15352 1.21 0.46 0.14
N -2.93967 -1.98638 2.60567 1.36 1.31 2.17
C -3.62805 -0.78470 2.12577 -0.12 0.34 0.38
C -3.01740 -3.18663 1.80362 -0.31 -0.04 -0.15
H -3.49296 0.59215 5.71440 -0.26 0.21 -0.55
H -2.81597 -0.67971 6.54515 -0.16 -0.70 0.15
H -3.96047 -1.02886 5.16701 0.20 -0.14 0.12
H -1.89794 1.66970 4.77242 0.15 0.25 -0.05
H -0.38872 0.94511 4.14975 -0.19 -0.22 -0.12
H -0.77818 0.82879 5.85530 0.03 0.08 0.18
H -2.44276 -4.72362 5.59664 0.40 0.10 0.40
H -2.45293 -3.12440 6.53624 -0.10 -0.61 0.38
H -3.53360 -3.46928 5.20049 0.09 0.37 -0.30
H -0.09591 -4.27661 5.87390 -0.81 -0.14 -0.10
H 0.54977 -3.77424 4.36671 -0.25 0.11 -0.37
H 0.37322 -2.65471 5.68381 0.11 0.33 0.05
H -3.01075 0.05587 1.80875 0.67 -0.32 -0.67
H -4.33125 -1.03267 1.33070 0.06 -0.04 0.11
H -4.14379 -0.24375 2.91917 -0.58 -0.58 0.33
H -4.05528 -3.35102 1.51398 -0.13 0.07 0.00
H -2.73266 -4.07658 2.36489 0.31 0.21 0.04
H -2.44250 -3.10558 0.88112 0.27 -0.18 -0.10
C -5.36992 2.62800 -0.47714 0.01 0.67 -0.70
Br -7.33281 2.84597 -0.60617 1.34 -0.41 -0.11
Br -4.42846 4.10212 -1.49046 -0.68 -0.98 0.67
Br -4.62842 0.88864 -1.08754 -0.87 1.06 0.40
H -5.13174 2.80379 0.57189 0.12 -0.32 -0.35
```
Positions in Å, forces in eV/Å.

The HOMO energy (alpha / beta) is -10.2 / -10.2 eV. Its charge is +1. Its spin multiplicity is 2. The HOMO-LUMO gap (alpha / beta) is 7.419 / 2.829 eV. The LUMO energy (alpha / beta) is -0.1014 / -0.2701 hartree.



(3)
# C16H46NO15

A cluster of 8 separate species, C16H46NO15 in total (wB97M-V/def2-TZVPD, the OMol25 dataset).

XYZ file:
```
78
Properties=species:S:1:pos:R:3:forces:R:3
N 13.04679 0.44603 -19.10979 -1.07 -1.80 -2.09
O 13.36418 0.09617 -17.95911 0.37 0.69 0.64
O 12.44379 -0.34664 -19.84966 0.39 0.77 0.82
O 13.33842 1.58622 -19.57808 0.17 0.70 0.71
C 15.18282 -3.95022 -20.15590 -0.75 -0.76 0.80
C 15.92308 -2.69533 -20.51810 0.06 0.41 -0.75
C 16.80447 -2.89453 -21.75577 -0.13 0.34 0.17
O 14.95521 -1.63113 -20.76127 0.90 -0.38 0.10
H 15.05527 -4.69625 -20.94431 -0.16 0.61 -0.54
H 14.20223 -3.64026 -19.78645 -0.03 -0.28 0.00
H 15.63901 -4.58660 -19.39034 0.30 0.58 0.29
H 16.53265 -2.26118 -19.71970 0.08 -0.77 0.30
H 17.64438 -2.20310 -21.66865 0.21 -0.26 -0.40
H 16.23987 -2.66223 -22.66037 -0.10 0.09 0.08
H 17.11212 -3.93443 -21.85926 0.39 0.08 0.18
H 15.47727 -0.85214 -20.54005 -0.59 0.42 -0.18
C 12.27949 6.00770 -20.90944 0.12 0.47 0.81
C 11.75453 4.62913 -20.48887 0.33 0.33 -2.25
C 10.26440 4.66082 -20.29404 0.31 -0.11 1.48
O 11.98898 3.80244 -21.65885 0.14 -0.59 0.18
H 11.53249 6.62928 -21.41203 -0.33 -0.33 0.08
H 13.10024 5.96277 -21.62295 0.26 -0.31 0.33
H 12.56962 6.57183 -20.01680 0.20 0.05 -0.14
H 12.29068 4.10189 -19.69881 -0.09 0.81 0.46
H 9.76796 4.92345 -21.22422 -0.08 -0.16 0.00
H 10.00349 5.37271 -19.50385 -0.08 0.08 -0.12
H 10.02346 3.67258 -19.90726 -0.63 0.06 -0.26
H 12.30316 2.96632 -21.29137 0.32 0.05 -0.18
C 12.14981 -1.68669 -25.01303 -0.57 -0.70 0.46
C 13.10063 -1.22811 -23.90912 -1.15 1.27 0.47
O 13.00874 -1.96571 -22.71507 0.71 -0.71 -0.60
O 10.83053 -1.96839 -24.50100 0.47 0.14 0.06
H 12.50053 -2.60963 -25.48972 0.28 0.13 -0.13
H 12.00336 -0.88874 -25.74605 0.68 0.04 -0.13
H 12.76280 -0.21621 -23.63524 0.19 0.14 -0.34
H 14.12313 -1.14475 -24.29828 -0.03 -0.21 -0.15
H 13.78339 -1.70769 -22.17704 -0.57 -0.19 0.19
H 10.31679 -2.18903 -25.28218 -0.19 -0.04 0.13
C 10.29796 1.59803 -15.93332 -1.13 -0.17 1.02
C 10.21842 2.49578 -17.12233 0.30 0.59 -1.03
O 11.48673 3.05354 -17.44602 0.05 -0.13 -0.35
O 10.52564 0.24183 -16.28105 0.33 0.28 -0.27
H 9.33601 1.63424 -15.39488 0.02 0.19 -0.06
H 11.04885 2.01503 -15.25308 0.19 -0.20 -0.09
H 9.58131 3.37309 -16.97419 0.00 -0.15 0.56
H 9.75215 2.00185 -17.98573 0.26 -0.34 0.10
H 12.03427 2.40335 -17.91336 0.00 0.03 0.08
H 10.45801 -0.27800 -15.47719 0.12 -0.16 -0.03
C 16.57453 1.71829 -18.33998 -1.04 0.03 1.26
C 17.94610 2.14398 -17.83395 -0.25 -1.58 -0.47
O 19.00357 1.70806 -18.69236 0.09 0.64 -0.43
O 16.02137 2.74008 -19.12272 0.42 0.67 -0.71
H 15.96139 1.53516 -17.44662 -0.06 0.40 0.04
H 16.54203 0.71682 -18.78838 0.57 0.16 -0.47
H 18.11147 1.55284 -16.92946 0.08 0.55 0.21
H 17.96168 3.22694 -17.69467 0.00 -0.09 0.28
H 18.89833 2.21259 -19.50957 0.13 -0.20 0.03
H 15.06939 2.65791 -19.27291 -0.02 -0.68 0.23
C 8.35711 1.12193 -22.34884 0.30 -0.14 0.37
C 9.63914 1.77748 -21.86258 -1.10 -0.67 -0.01
O 10.74921 0.95492 -22.15848 -0.35 0.88 0.19
O 8.05893 -0.03833 -21.57721 0.13 -0.46 -0.09
H 8.50483 0.76735 -23.37045 -0.24 0.26 -0.14
H 7.54209 1.84331 -22.23929 0.00 0.07 -0.43
H 9.48069 1.86793 -20.77886 0.32 0.09 0.05
H 9.77250 2.77714 -22.28255 -0.15 -0.01 -0.10
H 11.42658 1.50681 -21.75747 0.78 -0.87 -0.10
H 7.31231 0.08849 -20.99260 -0.02 0.32 0.00
C 13.97092 -2.41961 -15.56308 -1.27 -0.27 -0.56
C 15.19120 -2.09445 -16.41171 0.22 0.59 1.83
O 15.51768 -0.70749 -16.39665 -0.15 -0.12 -0.35
O 12.73999 -2.38457 -16.31002 0.58 0.18 0.44
H 13.83834 -1.76256 -14.69615 0.60 0.23 -0.08
H 14.08211 -3.42628 -15.14648 -0.17 -0.09 -0.28
H 15.10218 -2.50616 -17.41616 0.01 -0.10 -0.03
H 15.98526 -2.55761 -15.81336 0.40 -0.10 -0.67
H 14.84081 -0.22512 -16.90464 0.06 -0.15 -0.07
H 12.70564 -1.48351 -16.67212 -0.32 -0.17 -0.38
```
Positions in Å, forces in eV/Å.

The HOMO energy is -6.2 eV. Its charge is -1. Its spin multiplicity is 1. The HOMO-LUMO gap is 8.987 eV. The calculation puts the relative energy (zero: lowest compared OMol25 entry of this formula, charge and spin) at 0.9566 eV. The LUMO energy is 0.1024 hartree.



One value per record, in order, for DFT total energy: -2736.47271 -10136.13312 -1820.40422 Ha.